A molecular structure, C24H24F10NO28S2 at a distorted geometry, computed with ωB97M-V/def2-TZVPD.

Properties
highest occupied orbital energy: -9.375 eV
relative energy (zero: lowest compared OMol25 entry of this formula, charge and spin): 0.264 eV
LUMO energy: 1.748 eV
strongest force on any atom: 3.93 eV Å⁻¹
molecular weight: 1028.549 g/mol
DFT total energy: -132946.165 eV

ORCA input file:
```
! wB97M-V def2-TZVPD RIJCOSX def2/J DEFGRID3
* xyz -1 1
N -0.407 -0.729 0.102
S -1.284 -0.419 1.478
O -1.695 0.930 1.608
O -0.888 -1.080 2.714
F -2.575 -1.123 0.890
S 1.089 -1.087 0.164
O 1.954 -0.595 1.163
O 1.643 -1.008 -1.121
F 1.137 -2.809 0.457
C -2.075 4.114 0.397
C -2.766 5.194 1.219
O -2.332 6.356 0.531
C -1.211 6.144 -0.265
O -0.669 7.078 -0.809
O -1.046 4.795 -0.423
F -2.496 5.097 2.601
H -2.719 3.550 -0.283
H -1.619 3.388 1.044
H -3.834 5.240 1.131
C 3.453 -6.131 -1.459
C 2.804 -5.193 -2.486
O 1.435 -5.130 -1.925
C 1.292 -5.828 -0.797
O 0.299 -5.792 -0.065
O 2.483 -6.424 -0.419
F 2.768 -5.768 -3.725
H 4.316 -5.645 -1.016
H 3.743 -7.095 -1.886
H 3.247 -4.204 -2.563
C 1.167 1.219 -3.314
C -0.256 0.771 -2.964
O -0.769 0.347 -4.185
C -0.176 1.069 -5.238
O -0.476 1.102 -6.391
O 0.973 1.614 -4.720
F -0.956 1.826 -2.397
H 1.945 0.518 -3.306
H 1.457 2.075 -2.679
H -0.335 -0.047 -2.281
C 1.705 -0.260 4.802
C 1.585 -1.728 5.318
O 2.107 -1.590 6.649
C 2.847 -0.435 6.734
O 3.385 -0.105 7.757
O 2.765 0.232 5.601
F 2.297 -2.584 4.595
H 0.717 0.194 4.943
H 2.010 -0.281 3.783
H 0.596 -2.111 5.439
C -2.719 -1.579 -2.335
C -1.539 -2.558 -2.350
O -1.438 -2.776 -3.751
C -2.531 -2.427 -4.415
O -2.685 -2.591 -5.572
O -3.397 -1.785 -3.548
F -1.824 -3.796 -1.808
H -2.463 -0.534 -2.246
H -3.324 -1.760 -1.456
H -0.600 -2.272 -1.846
C 4.765 -1.479 -0.602
C 4.483 -0.060 -1.164
O 4.253 -0.256 -2.518
C 4.735 -1.529 -2.912
O 4.729 -1.901 -4.048
O 5.080 -2.191 -1.792
F 5.573 0.805 -1.048
H 3.867 -1.922 -0.121
H 5.555 -1.526 0.109
H 3.692 0.444 -0.656
C 1.227 3.698 1.663
C 1.847 2.598 2.486
O 1.136 2.741 3.755
C 0.379 3.854 3.751
O -0.150 4.345 4.733
O 0.352 4.318 2.486
F 3.187 2.989 2.683
H 0.737 3.355 0.731
H 2.010 4.382 1.400
H 1.974 1.596 2.127
C -6.761 0.175 0.742
C -5.472 0.719 0.133
O -5.690 2.114 0.083
C -6.973 2.437 0.367
O -7.476 3.486 0.457
O -7.597 1.300 0.797
F -5.344 0.211 -1.185
H -6.535 -0.239 1.763
H -7.134 -0.553 0.004
H -4.560 0.515 0.701
*
```

In elementary charge units, the Löwdin charges are: number 1, N, carries -0.28; number 2, S, carries 0.57; number 3, O, carries -0.27; number 4, O, carries -0.26; number 5, F, carries -0.17; number 6, S, carries 0.50; number 7, O, carries -0.27; number 8, O, carries -0.27; number 9, F, carries -0.24; number 10, C, carries -0.03; number 11, C, carries -0.24; number 12, O, carries 0.10; number 13, C, carries -0.48; number 14, O, carries 0.15; number 15, O, carries 0.05; number 16, F, carries 0.04; number 17, H, carries 0.14; number 18, H, carries 0.09; number 19, H, carries 0.16; number 20, C, carries -0.05; number 21, C, carries -0.21; number 22, O, carries 0.12; number 23, C, carries -0.52; number 24, O, carries 0.12; number 25, O, carries 0.05; number 26, F, carries 0.06; number 27, H, carries 0.13; number 28, H, carries 0.14; number 29, H, carries 0.15; number 30, C, carries -0.01; number 31, C, carries -0.32; number 32, O, carries 0.11; number 33, C, carries -0.47; number 34, O, carries 0.18; number 35, O, carries 0.06; number 36, F, carries 0.05; number 37, H, carries 0.10; number 38, H, carries 0.15; number 39, H, carries 0.10; number 40, C, carries -0.05; number 41, C, carries -0.30; number 42, O, carries 0.11; number 43, C, carries -0.55; number 44, O, carries 0.15; number 45, O, carries 0.10; number 46, F, carries 0.10; number 47, H, carries 0.14; number 48, H, carries 0.10; number 49, H, carries 0.16; number 50, C, carries -0.10; number 51, C, carries -0.25; number 52, O, carries 0.13; number 53, C, carries -0.56; number 54, O, carries 0.19; number 55, O, carries 0.08; number 56, F, carries 0.05; number 57, H, carries 0.11; number 58, H, carries 0.12; number 59, H, carries 0.13; number 60, C, carries -0.03; number 61, C, carries -0.30; number 62, O, carries 0.09; number 63, C, carries -0.49; number 64, O, carries 0.18; number 65, O, carries 0.06; number 66, F, carries 0.03; number 67, H, carries 0.12; number 68, H, carries 0.13; number 69, H, carries 0.13; number 70, C, carries -0.11; number 71, C, carries -0.19; number 72, O, carries 0.12; number 73, C, carries -0.50; number 74, O, carries 0.15; number 75, O, carries 0.07; number 76, F, carries 0.02; number 77, H, carries 0.14; number 78, H, carries 0.14; number 79, H, carries 0.13; number 80, C, carries -0.07; number 81, C, carries -0.24; number 82, O, carries 0.13; number 83, C, carries -0.55; number 84, O, carries 0.20; number 85, O, carries 0.06; number 86, F, carries 0.02; number 87, H, carries 0.16; number 88, H, carries 0.15; number 89, H, carries 0.15

=====

A molecular structure, H34N6O17S3Zn at a distorted geometry, computed with ωB97M-V/def2-TZVPD.

Properties
highest occupied orbital energy (spin up / spin down): -8.615 / -9.853 eV
LUMO energy (spin up / spin down): -4.095 / -4.660 eV
strongest force on any atom: 5.36 eV Å⁻¹
molecular weight: 551.888 g/mol
DFT total energy: -125215.650 eV

ORCA input file:
```
! wB97M-V def2-TZVPD RIJCOSX def2/J DEFGRID3
* xyz 1 2
Zn 1.032 1.597 -2.173
N 3.137 0.470 0.723
H 3.019 1.461 0.877
H 2.222 0.061 0.849
H 3.783 0.070 1.389
H 3.411 0.267 -0.227
N 0.268 -0.148 3.702
H 0.447 0.801 3.997
H 0.996 -0.733 4.087
H 0.263 -0.153 2.692
H -0.676 -0.447 3.901
N 0.356 -2.829 -2.312
H 1.337 -2.689 -2.115
H -0.123 -2.291 -1.604
H 0.138 -3.812 -2.237
H 0.190 -2.494 -3.251
N -3.733 -0.234 1.896
H -3.599 -0.816 2.711
H -2.803 0.012 1.588
H -4.247 0.631 1.980
H -4.294 -0.885 1.365
N -0.718 2.851 2.179
H -0.159 3.309 1.473
H -0.161 2.807 3.020
H -1.030 1.940 1.875
H -1.519 3.466 2.196
N -1.902 -3.247 1.030
H -2.879 -3.487 0.936
H -1.275 -3.989 0.754
H -1.693 -2.913 1.960
H -1.671 -2.575 0.312
S -0.369 -0.122 0.434
O -0.026 0.798 -0.652
O -0.944 -1.278 -0.210
O 0.869 -0.538 1.111
O -1.339 0.480 1.333
S 3.308 -0.902 -2.254
O 3.892 -0.632 -3.543
O 2.886 -2.316 -2.293
O 4.241 -0.666 -1.174
O 2.212 0.066 -2.060
S 2.169 3.618 0.259
O 2.663 2.972 1.446
O 3.197 4.549 -0.160
O 1.953 2.653 -0.832
O 0.906 4.304 0.632
O -0.289 3.088 -2.314
H -0.690 3.385 -3.131
H -0.829 3.477 -1.627
O -2.843 -1.172 -2.316
H -2.171 -1.207 -1.635
H -3.493 -1.820 -2.045
O -2.663 1.335 -1.527
H -2.854 0.468 -1.885
H -1.807 1.239 -1.109
O 2.076 -2.902 1.175
H 1.597 -2.079 1.081
H 1.431 -3.580 0.971
O -0.218 0.441 -3.454
H -0.338 -0.500 -3.577
H -0.643 0.840 -4.213
*
```

In elementary charge units, the Löwdin charges are: number 1, Zn, carries 0.73; number 2, N, carries 0.27; number 3, H, carries 0.03; number 4, H, carries 0.01; number 5, H, carries 0.15; number 6, H, carries 0.02; number 7, N, carries 0.32; number 8, H, carries 0.13; number 9, H, carries 0.16; number 10, H, carries 0.03; number 11, H, carries 0.09; number 12, N, carries 0.32; number 13, H, carries 0.02; number 14, H, carries 0.07; number 15, H, carries 0.14; number 16, H, carries 0.14; number 17, N, carries 0.26; number 18, H, carries 0.05; number 19, H, carries 0.00; number 20, H, carries 0.13; number 21, H, carries 0.09; number 22, N, carries 0.30; number 23, H, carries 0.03; number 24, H, carries 0.13; number 25, H, carries 0.03; number 26, H, carries 0.15; number 27, N, carries 0.25; number 28, H, carries 0.09; number 29, H, carries 0.12; number 30, H, carries 0.05; number 31, H, carries 0.01; number 32, S, carries 0.30; number 33, O, carries -0.32; number 34, O, carries -0.38; number 35, O, carries -0.35; number 36, O, carries -0.38; number 37, S, carries 0.26; number 38, O, carries -0.33; number 39, O, carries -0.37; number 40, O, carries -0.32; number 41, O, carries -0.40; number 42, S, carries 0.24; number 43, O, carries -0.37; number 44, O, carries -0.31; number 45, O, carries -0.38; number 46, O, carries -0.39; number 47, O, carries 0.01; number 48, H, carries 0.10; number 49, H, carries 0.09; number 50, O, carries -0.04; number 51, H, carries -0.02; number 52, H, carries 0.06; number 53, O, carries -0.06; number 54, H, carries -0.03; number 55, H, carries -0.04; number 56, O, carries -0.04; number 57, H, carries -0.05; number 58, H, carries 0.01; number 59, O, carries 0.00; number 60, H, carries 0.06; number 61, H, carries 0.10